(1)
Formula: C15H31NO3P2Sn
Source: the OMol25 dataset
Level of theory: ωB97M-V with the def2-TZVPD basis set

The total charge is 0. The total energy comes out at -1767.39178 a.u. The calculation puts the HOMO-LUMO gap at 6.5 eV. The energy relative to the best compared isomer or geometry (same formula, charge and spin) comes out at 0.0 kcal/mol. The HOMO energy is -6.21 eV. The LUMO energy comes out at 0.26 eV.

Atoms and positions in Å:
P  0.158  -1.589  1.644
P  -0.054  1.577  1.911
C  -0.129  -0.602  0.127
C  0.345  0.848  0.277
H  -1.201  -0.663  -0.114
H  0.397  -1.116  -0.691
H  1.434  0.907  0.138
H  -0.132  1.465  -0.500
C  -1.671  2.326  1.514
H  -1.967  3.011  2.319
H  -2.451  1.566  1.395
H  -1.542  2.884  0.572
C  0.976  3.070  1.945
H  0.818  3.612  0.996
H  2.036  2.801  2.056
H  0.679  3.700  2.797
C  -0.884  -3.064  1.452
H  -0.655  -3.804  2.237
H  -0.651  -3.483  0.462
H  -1.953  -2.803  1.505
C  1.817  -2.245  1.318
H  2.569  -1.446  1.309
H  1.758  -2.711  0.325
H  2.093  -2.995  2.072
Sn  -0.425  -0.104  4.007
C  0.550  1.723  -3.439
C  -0.772  1.773  -3.215
C  -1.821  1.008  -3.974
C  -1.402  -0.369  -4.543
C  -0.727  -1.300  -3.570
C  0.581  -1.361  -3.301
C  1.658  -0.550  -3.967
C  1.254  0.864  -4.453
C  0.108  -2.025  4.952
H  1.222  2.401  -2.900
H  -1.174  2.490  -2.491
H  -2.195  1.613  -4.822
H  -2.688  0.868  -3.304
H  -2.334  -0.869  -4.851
H  -0.812  -0.231  -5.456
H  -1.418  -2.020  -3.111
H  0.958  -2.124  -2.607
H  2.061  -1.094  -4.843
H  2.503  -0.456  -3.263
H  2.194  1.385  -4.696
H  0.692  0.790  -5.391
H  0.940  -1.939  5.650
H  0.282  -2.876  4.286
H  -0.816  -2.174  5.538
O  0.896  0.863  7.513
N  -0.063  0.807  6.768
O  -1.149  0.247  6.951
O  0.106  1.416  5.465

Atom-resolved charges from natural (NBO), all expressed in e: P 0.898; P 0.925; C -0.730; C -0.728; H 0.238; H 0.239; H 0.234; H 0.239; C -0.947; H 0.253; H 0.251; H 0.222; C -0.957; H 0.219; H 0.244; H 0.256; C -0.952; H 0.251; H 0.221; H 0.252; C -0.958; H 0.242; H 0.214; H 0.248; Sn 0.845; C -0.192; C -0.182; C -0.439; C -0.445; C -0.191; C -0.182; C -0.439; C -0.446; C -1.113; H 0.202; H 0.200; H 0.223; H 0.209; H 0.218; H 0.208; H 0.203; H 0.198; H 0.223; H 0.208; H 0.218; H 0.208; H 0.221; H 0.203; H 0.236; O -0.363; N 0.701; O -0.403; O -0.704

---

(2)
Formula: C15H31NO3P2Tc
Source: the OMol25 dataset
Level of theory: ωB97M-V with the def2-TZVPD basis set

The spin multiplicity is 4. The total charge is +2. The total energy comes out at -1633.20298 a.u. The calculation puts the HOMO-LUMO gap (spin up / spin down) at 4.0 / 4.2 eV. The energy relative to the best compared isomer or geometry (same formula, charge and spin) comes out at 0.0 kcal/mol. The HOMO energy (spin up / spin down) is -13.32 / -13.32 eV. The LUMO energy (spin up / spin down) comes out at -9.35 / -9.14 eV.

Atoms and positions in Å:
P  0.199  -1.525  1.809
P  -0.093  1.659  1.871
C  -0.176  -0.599  0.211
C  0.373  0.820  0.267
H  -1.271  -0.607  0.103
H  0.247  -1.158  -0.633
H  1.472  0.833  0.230
H  -0.007  1.438  -0.554
C  -1.740  2.338  1.581
H  -1.996  2.980  2.431
H  -2.484  1.539  1.503
H  -1.730  2.932  0.662
C  0.993  3.073  2.003
H  0.943  3.660  1.081
H  2.020  2.745  2.183
H  0.660  3.683  2.848
C  -0.879  -2.961  1.719
H  -0.637  -3.671  2.515
H  -0.749  -3.451  0.749
H  -1.921  -2.648  1.832
C  1.861  -2.199  1.525
H  2.611  -1.402  1.554
H  1.911  -2.717  0.560
H  2.076  -2.912  2.328
Tc  -0.001  -0.007  3.463
C  0.577  1.745  -3.745
C  -0.742  1.790  -3.488
C  -1.857  0.984  -4.091
C  -1.465  -0.337  -4.795
C  -0.760  -1.300  -3.877
C  0.547  -1.363  -3.571
C  1.684  -0.520  -4.073
C  1.319  0.848  -4.700
C  0.022  -1.604  5.023
H  1.220  2.449  -3.206
H  -1.087  2.550  -2.782
H  -2.435  1.601  -4.801
H  -2.557  0.747  -3.273
H  -2.406  -0.813  -5.118
H  -0.893  -0.123  -5.706
H  -1.423  -2.037  -3.413
H  0.864  -2.171  -2.906
H  2.290  -1.088  -4.801
H  2.352  -0.341  -3.215
H  2.270  1.343  -4.951
H  0.783  0.697  -5.645
H  0.771  -1.504  5.831
H  0.407  -2.606  4.616
H  -1.010  -1.743  5.446
O  -1.079  -0.230  7.484
N  -0.039  0.149  7.128
O  0.994  0.528  7.537
O  -0.031  0.507  5.252

Atom-resolved charges from natural (NBO), all expressed in e: P 1.013; P 0.964; C -0.693; C -0.693; H 0.251; H 0.287; H 0.251; H 0.287; C -0.940; H 0.273; H 0.264; H 0.280; C -0.945; H 0.284; H 0.271; H 0.275; C -0.950; H 0.272; H 0.279; H 0.266; C -0.943; H 0.260; H 0.279; H 0.269; Tc 1.039; C -0.189; C -0.190; C -0.435; C -0.453; C -0.182; C -0.196; C -0.434; C -0.453; C -0.861; H 0.197; H 0.187; H 0.239; H 0.199; H 0.230; H 0.222; H 0.199; H 0.185; H 0.239; H 0.195; H 0.229; H 0.223; H 0.220; H 0.241; H 0.250; O -0.082; N 0.773; O -0.083; O -0.668

---

(3)
Formula: C15H31NO3P2W
Source: the OMol25 dataset
Level of theory: ωB97M-V with the def2-TZVPD basis set

The spin multiplicity is 3. The total charge is +2. The total energy comes out at -1619.47082 a.u. The calculation puts the HOMO-LUMO gap (spin up / spin down) at 4.6 / 4.6 eV. The energy relative to the best compared isomer or geometry (same formula, charge and spin) comes out at 0.0 kcal/mol. The HOMO energy (spin up / spin down) is -14.54 / -14.54 eV. The LUMO energy (spin up / spin down) comes out at -9.96 / -9.91 eV.

Atoms and positions in Å:
P  0.170  -1.666  1.586
P  -0.211  1.820  1.715
C  -0.135  -0.589  0.122
C  0.418  0.771  0.256
H  -1.201  -0.635  -0.162
H  0.474  -1.218  -0.543
H  1.508  0.823  0.124
H  -0.061  1.380  -0.497
C  -1.778  2.529  1.163
H  -2.114  3.112  2.038
H  -2.526  1.749  0.933
H  -1.698  3.195  0.292
C  1.052  3.105  1.779
H  0.941  3.817  0.948
H  2.061  2.669  1.727
H  0.886  3.616  2.736
C  -0.952  -3.025  1.243
H  -0.816  -3.671  2.108
H  -0.604  -3.503  0.320
H  -1.995  -2.696  1.161
C  1.858  -2.240  1.280
H  2.582  -1.411  1.218
H  1.829  -2.805  0.333
H  2.104  -2.896  2.124
W  -0.418  -0.136  3.192
C  0.491  1.628  -2.636
C  -0.849  1.704  -2.523
C  -1.743  0.965  -3.463
C  -1.403  -0.516  -3.784
C  -0.639  -1.304  -2.762
C  0.702  -1.439  -2.745
C  1.590  -0.560  -3.574
C  1.226  0.947  -3.743
C  0.260  -1.975  4.241
H  1.179  2.080  -1.921
H  -1.370  2.344  -1.807
H  -1.823  1.514  -4.413
H  -2.749  0.994  -3.034
H  -2.380  -1.041  -3.903
H  -0.841  -0.538  -4.734
H  -1.290  -1.774  -2.025
H  1.214  -2.237  -2.208
H  1.724  -0.980  -4.586
H  2.587  -0.609  -3.122
H  2.200  1.487  -3.811
H  0.663  1.074  -4.681
H  1.162  -1.840  4.844
H  0.254  -2.967  3.804
H  -0.676  -1.773  4.822
O  -1.043  0.278  6.139
N  -0.058  0.175  5.375
O  1.070  0.580  5.704
O  -0.833  1.688  3.350

Atom-resolved charges from natural (NBO), all expressed in e: P 1.039; P 1.464; C -0.786; C -0.647; H 0.267; H 0.311; H 0.279; H 0.335; C -0.976; H 0.295; H 0.270; H 0.279; C -0.968; H 0.297; H 0.277; H 0.297; C -0.935; H 0.268; H 0.279; H 0.276; C -0.936; H 0.273; H 0.269; H 0.280; W 1.268; C -0.160; C -0.181; C -0.463; C -0.454; C -0.164; C -0.203; C -0.456; C -0.460; C -0.928; H 0.184; H 0.197; H 0.255; H 0.220; H 0.245; H 0.227; H 0.178; H 0.201; H 0.253; H 0.218; H 0.243; H 0.231; H 0.289; H 0.222; H 0.244; O -0.270; N 0.350; O -0.288; O -0.806

---

(4)
Formula: C15H32As2FeN2O5
Source: the OMol25 dataset
Level of theory: ωB97M-V with the def2-TZVPD basis set

The spin multiplicity is 5. The total charge is 0. The total energy comes out at -6811.36188 a.u. The calculation puts the HOMO-LUMO gap (spin up / spin down) at 3.9 / 3.6 eV. The energy relative to the best compared isomer or geometry (same formula, charge and spin) comes out at 64.0 kcal/mol. The HOMO energy (spin up / spin down) is -5.49 / -5.41 eV. The LUMO energy (spin up / spin down) comes out at -1.58 / -1.83 eV.

Atoms and positions in Å:
O  -0.450  4.797  1.464
H  0.393  4.468  1.084
Fe  0.002  0.401  0.018
N  -0.908  -0.262  -1.717
N  1.213  -1.195  -1.006
O  -2.196  0.278  -2.101
O  2.538  -1.625  -0.607
C  -0.400  -1.068  -2.633
C  0.880  -1.614  -2.214
C  -1.036  -1.434  -3.922
C  1.679  -2.533  -3.060
H  -1.800  -0.726  -4.216
H  -1.459  -2.430  -3.831
H  -0.248  -1.479  -4.667
H  2.412  -3.073  -2.473
H  2.163  -1.951  -3.838
H  0.982  -3.212  -3.535
H  -2.390  1.107  -1.594
H  2.755  -1.201  0.260
O  -0.925  -2.090  0.739
H  -1.446  -1.281  0.470
H  -0.057  -1.883  0.293
C  1.242  1.665  -0.578
H  1.158  2.763  -0.559
H  1.122  1.224  -1.606
H  2.126  1.266  -0.043
O  -2.822  3.646  -1.145
H  -2.477  4.301  -0.486
H  -2.007  3.119  -1.451
C  2.374  0.756  3.709
As  1.140  -0.076  2.421
C  1.935  -1.878  2.594
C  -0.504  -0.074  3.558
C  -0.323  -0.542  4.863
C  -1.414  -0.590  5.738
C  -2.690  -0.178  5.330
C  -2.905  0.283  4.030
C  -1.812  0.314  3.148
As  -2.136  0.861  1.321
C  -3.987  1.569  1.431
C  -1.041  2.573  1.650
H  3.369  0.793  3.236
H  2.401  0.150  4.624
H  2.019  1.773  3.931
H  1.961  -2.095  3.673
H  1.303  -2.602  2.061
H  2.950  -1.879  2.169
H  0.667  -0.866  5.171
H  -1.254  -0.959  6.750
H  -3.536  -0.223  6.015
H  -3.891  0.601  3.699
H  -4.104  2.169  2.346
H  -4.230  2.143  0.520
H  -4.601  0.658  1.500
H  -1.615  3.091  2.440
H  -0.031  2.281  1.998
H  -1.056  3.022  0.632

Atom-resolved charges from natural (NBO), all expressed in e: O -1.242; H 0.387; Fe 1.028; N -0.200; N -0.199; O -0.556; O -0.557; C 0.224; C 0.241; C -0.675; C -0.676; H 0.270; H 0.251; H 0.235; H 0.264; H 0.252; H 0.238; H 0.497; H 0.493; O -0.936; H 0.464; H 0.455; C -1.135; H 0.251; H 0.178; H 0.199; O -0.965; H 0.520; H 0.453; C -0.914; As 0.851; C -0.942; C -0.371; C -0.202; C -0.222; C -0.186; C -0.256; C -0.171; As 0.646; C -0.895; C -0.773; H 0.232; H 0.222; H 0.257; H 0.231; H 0.247; H 0.215; H 0.200; H 0.217; H 0.217; H 0.218; H 0.235; H 0.266; H 0.225; H 0.257; H 0.202; H 0.236

---

(5)
Formula: C15H32BrClInNO
Source: the OMol25 dataset
Level of theory: ωB97M-V with the def2-TZVPD basis set

The spin multiplicity is 2. The total charge is -1. The total energy comes out at -3944.99033 a.u. The calculation puts the HOMO-LUMO gap (spin up / spin down) at 7.1 / 7.0 eV. The HOMO energy (spin up / spin down) is -4.72 / -4.72 eV. The LUMO energy (spin up / spin down) comes out at 2.39 / 2.30 eV.

Atoms and positions in Å:
C  4.284  -0.365  0.066
C  3.442  -1.631  0.172
C  2.699  -2.012  -1.099
Br  1.169  -0.764  -1.297
In  1.975  -4.160  -0.905
C  3.828  -5.352  -0.402
C  4.621  -5.952  -1.578
C  4.392  -5.248  -2.898
Cl  5.764  -5.533  -4.047
H  3.634  0.489  -0.088
H  5.022  -0.437  -0.727
H  4.824  -0.214  0.999
H  4.063  -2.477  0.453
H  2.697  -1.475  0.943
H  3.329  -1.888  -1.969
H  1.235  -4.691  -2.436
H  0.809  -4.270  0.439
H  3.466  -6.175  0.207
H  4.501  -4.784  0.233
H  5.689  -5.947  -1.375
H  4.353  -6.997  -1.705
H  4.342  -4.176  -2.779
H  3.494  -5.617  -3.362
C  -1.181  2.154  -0.342
C  -2.078  1.706  0.841
C  -3.376  1.078  0.328
C  -4.362  2.090  -0.252
C  -4.633  3.217  0.743
C  -3.353  3.892  1.236
N  -2.395  2.863  1.737
O  -2.691  2.489  2.938
C  -2.735  4.734  0.104
C  -3.682  4.861  2.365
C  -1.298  0.654  1.621
H  -1.733  2.250  -1.279
H  -0.694  3.107  -0.142
H  -0.385  1.434  -0.521
H  -3.863  0.550  1.153
H  -3.123  0.325  -0.420
H  -3.985  2.495  -1.196
H  -5.300  1.585  -0.494
H  -5.279  3.973  0.291
H  -5.178  2.811  1.600
H  -1.768  5.137  0.408
H  -3.390  5.576  -0.123
H  -2.598  4.183  -0.823
H  -4.221  4.377  3.176
H  -4.309  5.665  1.979
H  -2.773  5.304  2.776
H  -0.388  1.077  2.047
H  -1.011  -0.150  0.945
H  -1.887  0.219  2.428

Atom-resolved charges from natural (NBO), all expressed in e: C -0.609; C -0.449; C -0.618; Br -0.135; In 0.880; C -0.845; C -0.429; C -0.328; Cl -0.143; H 0.206; H 0.191; H 0.191; H 0.205; H 0.205; H 0.186; H -0.359; H -0.348; H 0.203; H 0.193; H 0.188; H 0.190; H 0.207; H 0.223; C -0.632; C 0.096; C -0.415; C -0.400; C -0.415; C 0.099; N 0.022; O -0.401; C -0.623; C -0.603; C -0.608; H 0.199; H 0.214; H 0.245; H 0.209; H 0.225; H 0.194; H 0.212; H 0.207; H 0.211; H 0.216; H 0.207; H 0.217; H 0.229; H 0.199; H 0.216; H 0.218; H 0.233; H 0.220

---

(6)
Formula: C15H32FO6
Source: the OMol25 dataset
Level of theory: ωB97M-V with the def2-TZVPD basis set

The total charge is -1. The total energy comes out at -1141.74779 a.u. The calculation puts the HOMO-LUMO gap at 4.3 eV. The energy relative to the best compared isomer or geometry (same formula, charge and spin) comes out at 88.5 kcal/mol. The HOMO energy is -1.95 eV. The LUMO energy comes out at 2.39 eV.

Atoms and positions in Å:
C  0.402  -0.412  -2.210
C  -0.739  -0.704  -3.372
O  -1.314  -2.057  -3.322
C  -2.372  -2.149  -2.266
C  -3.852  -2.509  -2.871
C  -5.066  -1.520  -2.375
C  -4.798  0.057  -2.847
C  -4.105  0.981  -1.684
O  -3.520  2.154  -1.987
F  -4.023  0.576  -0.233
H  1.470  -0.315  -2.732
H  0.471  -1.241  -1.387
H  0.222  0.626  -1.662
H  -0.194  -0.531  -4.416
H  -1.551  0.161  -3.303
H  -2.308  -1.153  -1.657
H  -2.060  -3.018  -1.513
H  -4.116  -3.609  -2.506
H  -3.856  -2.567  -4.055
H  -5.094  -1.547  -1.182
H  -4.100  0.095  -3.795
H  -5.839  0.524  -3.114
C  -1.321  0.138  1.139
O  -0.250  -0.746  1.448
C  0.364  -0.433  2.703
C  -0.065  -1.422  3.790
O  -1.444  -1.251  4.130
C  -2.267  -2.265  3.565
H  -1.839  -0.246  0.255
H  -2.038  0.204  1.961
H  -0.927  1.133  0.907
H  0.145  0.600  3.002
H  1.445  -0.519  2.556
H  0.513  -1.218  4.698
H  0.141  -2.455  3.485
H  -2.077  -3.220  4.065
H  -2.097  -2.369  2.490
H  -3.312  -1.989  3.726
C  4.148  1.201  -1.086
O  3.443  2.245  -0.424
C  3.083  1.889  0.914
C  3.994  2.577  1.934
O  5.323  2.050  1.878
C  6.222  2.927  1.210
H  4.525  1.589  -2.037
H  4.996  0.849  -0.493
H  3.469  0.367  -1.295
H  3.093  0.801  1.050
H  2.056  2.238  1.068
H  3.613  2.372  2.940
H  3.995  3.664  1.789
H  6.406  3.812  1.828
H  5.837  3.231  0.233
H  7.169  2.402  1.062

Atom-resolved charges from natural (NBO), all expressed in e: C -0.677; C -0.077; O -0.582; C -0.094; C -0.472; C -0.674; C -0.566; C 0.860; O -0.620; F -0.408; H 0.191; H 0.232; H 0.213; H 0.177; H 0.183; H 0.163; H 0.163; H 0.190; H 0.193; H 0.139; H 0.229; H 0.239; C -0.256; O -0.557; C -0.086; C -0.087; O -0.554; C -0.255; H 0.216; H 0.178; H 0.164; H 0.175; H 0.172; H 0.173; H 0.176; H 0.157; H 0.191; H 0.193; C -0.256; O -0.552; C -0.091; C -0.090; O -0.555; C -0.254; H 0.186; H 0.171; H 0.180; H 0.181; H 0.190; H 0.182; H 0.175; H 0.163; H 0.181; H 0.186

---

Which formula does entry 4 have? C15H32As2FeN2O5